Entry 1:
Formula: C5H5IO3
Source: the Open Molecules 2025 dataset
Level of theory: ωB97M-V/def2-TZVPD

Atoms and positions in Å:
I -5.7200 -0.2963 0.0366
O -2.9111 -1.4260 -0.2361
O -3.9434 2.0498 -0.2656
O -0.5301 -1.7741 -0.2144
C -0.2294 -0.5467 -0.0111
C -3.9477 0.8608 -0.1131
C 1.1361 0.0207 0.1758
C -2.5633 -0.2081 -0.2354
C -1.3056 0.3452 -0.0619
H -1.3881 1.3517 0.1244
H 1.4484 0.1790 1.2825
H 1.8864 -0.7474 -0.0034
H -1.8453 -1.9731 -0.3338
H 1.2869 1.0124 -0.3946

**E_LUMO**: -0.64 eV
**Kohn-Sham gap**: 8.99 eV
**Electronic energy**: -716.881126 Eh
**SMILES string**: CC(=O)/C=C(\O)C(=O)I
**Charge**: 0
**Maximum force**: 3.1 eV/A

=====

Entry 2:
Formula: C4H13NO2
Source: the Open Molecules 2025 dataset
Level of theory: ωB97M-V/def2-TZVPD

Atoms and positions in Å:
O -1.2981 -1.8852 0.3551
O 1.7643 -1.7811 -1.0231
N -0.1606 0.5367 -0.9927
C -0.0493 1.0968 0.3268
C -1.1077 0.4803 1.3368
C 0.6883 1.2988 -1.9195
C -0.8819 -1.0825 1.5181
H -2.1676 -1.5014 0.1054
H 1.3046 -1.6800 -0.1555
H -2.0998 0.6887 1.0001
H 2.7545 -1.5931 -0.9117
H -1.5420 -1.2894 2.3211
H 0.2394 -0.4101 -1.0031
H -1.0476 0.9845 2.2783
H 0.9794 0.9856 0.7614
H 0.1980 -1.2904 1.7745
H -0.2085 2.1974 0.2234
H 0.7574 0.5807 -2.7403
H 0.1936 2.2661 -1.8602
H 1.6838 1.3977 -1.3950

**E_LUMO**: 0.75 eV
**Kohn-Sham gap**: 9.39 eV
**Electronic energy**: -365.376995 Eh
**SMILES string**: CNCCCO.O
**Charge**: 0
**Maximum force**: 3.1 eV/A

=====

Entry 3:
Formula: C17H9F6N2O12PtS2
Source: the Open Molecules 2025 dataset
Level of theory: ωB97M-V/def2-TZVPD

Atoms and positions in Å:
Pt -1.3568 -0.1197 -0.6479
S -2.7469 1.9775 0.3408
S -4.6617 0.4118 -0.7770
F -2.1034 4.6115 0.9273
F -5.2497 2.3159 -2.5719
F -3.6661 3.7088 2.0902
F -6.5251 0.5779 -2.7183
F -6.7681 1.9551 -1.0741
F -3.9959 4.2142 0.0083
O 2.0572 -7.1845 -1.3159
O 5.9871 2.2014 2.0025
O 0.4383 1.0101 -0.6594
O 4.8421 4.1987 1.8432
O -2.1398 1.2687 1.4291
O -5.4949 -0.6057 -0.2199
O -0.0109 2.8906 0.5483
O 0.0255 -7.3197 -2.0168
O -2.4654 -1.9109 -0.2701
O -3.6121 -0.0179 -1.6856
O 0.1623 -1.4818 0.1099
O -2.1692 2.0387 -0.9940
N 0.9454 -6.7072 -1.4940
N -4.2762 1.5478 0.2250
C 2.7457 3.2288 0.9466
C 4.7285 1.9689 1.4991
C 1.5769 -3.3115 -0.1548
C 1.7773 -4.6066 -0.5188
C -2.1080 -2.9659 -0.7980
C -0.7827 -3.4952 -0.7806
C 2.8587 0.8224 0.6294
C 4.1640 0.7771 1.1194
C 4.0346 3.1697 1.4070
C 2.1638 2.0203 0.5508
C 6.0765 3.6040 2.1916
C 0.7121 2.0025 0.1287
C -3.0932 3.7410 0.8835
C 0.7149 -5.3551 -1.0702
C -5.8596 1.3634 -1.8616
C -0.5397 -4.8044 -1.1934
C 0.2973 -2.6856 -0.2738
H 4.7129 -0.1504 1.2001
H 2.7382 -5.0855 -0.4013
H 6.8779 4.0052 1.5573
H -2.8778 -3.5851 -1.2843
H 6.3118 3.8172 3.2410
H 2.3714 -2.7117 0.2664
H -1.3438 -5.4181 -1.5778
H 2.1820 4.1488 0.8967
H 2.3447 -0.0757 0.3173

**E_LUMO**: 0.86 eV
**Kohn-Sham gap**: 6.99 eV
**Electronic energy**: -3180.403949 Eh
**Charge**: -1
**Maximum force**: 5.7 eV/A

=====

Entry 4:
Formula: C4H8N2S
Source: the Open Molecules 2025 dataset
Level of theory: ωB97M-V/def2-TZVPD

Atoms and positions in Å:
S -2.9837 1.9263 1.1278
N -1.0552 0.3094 1.8662
N -0.1942 -0.8269 1.6035
C 0.4802 0.0422 -0.6770
C 0.3262 -0.9558 0.4805
C 1.6760 -0.2143 -1.5704
C -1.9735 0.6448 0.9836
H 0.8319 -1.9103 0.3837
H 1.6206 -1.2546 -1.8918
H -0.4037 0.0663 -1.3242
H -1.9625 0.1438 0.0530
H -1.1012 0.5364 2.8165
H 0.5217 1.0619 -0.2751
H 1.5838 0.4535 -2.4635
H 2.6336 -0.0225 -1.1127

**E_LUMO**: 0.43 eV
**Kohn-Sham gap**: 8.86 eV
**Electronic energy**: -664.847171 Eh
**SMILES string**: CC/C=N\NC=S
**Charge**: 0
**Maximum force**: 3.8 eV/A

=====

Entry 5:
Formula: C3H5NO
Source: the Open Molecules 2025 dataset
Level of theory: ωB97M-V/def2-TZVPD

Atoms and positions in Å:
O 3.0554 -0.5960 0.2719
N -0.8324 0.0824 0.2150
C 1.9469 -0.7591 0.4707
C -0.8687 -0.8452 -0.7302
C -0.1744 1.2360 0.3082
H -0.3642 -0.6593 -1.6682
H -0.3263 1.8402 1.1890
H -1.3297 -0.1741 1.0612
H -1.4483 -1.7376 -0.5536
H 0.3419 1.6127 -0.5641

**E_LUMO**: 1.08 eV
**Kohn-Sham gap**: 8.01 eV
**Electronic energy**: -247.209388 Eh
**Charge**: 0
**Maximum force**: 1.3 eV/A

=====

Entry 6:
Formula: C2H18N4O7Pt
Source: the Open Molecules 2025 dataset
Level of theory: ωB97M-V/def2-TZVPD

Atoms and positions in Å:
Pt -0.2022 -0.0999 0.4103
O 0.0161 -0.6480 2.5949
O 1.8483 -0.9743 0.2779
O -0.8255 -2.2546 0.2077
O 1.1347 1.5163 0.9228
O -1.0213 1.6699 -0.7709
O -2.4708 0.0391 1.1150
O 0.1862 -0.5949 -1.7900
N -1.3873 3.9453 -0.9726
N 2.1586 -3.0807 -0.3556
N 3.8893 -1.6345 -0.3502
N -2.9568 2.5488 -1.2394
C -1.6839 2.6812 -0.9917
C 2.5705 -1.8393 -0.1652
H 0.1408 -1.4979 -2.1042
H 2.0392 1.6344 1.2129
H 0.0225 -0.0058 3.3047
H 0.6956 2.3307 1.1681
H -3.3522 1.6223 -1.3133
H -2.1253 4.5443 -1.3141
H -3.2939 0.4592 0.8655
H -2.6808 -0.4447 1.9138
H 4.5272 -2.1518 -0.9381
H -3.6801 3.2464 -1.3404
H 2.7556 -3.8892 -0.4553
H -0.4310 4.2107 -0.7847
H -1.0222 -2.8191 -0.5399
H -0.2980 -0.0891 -2.4426
H 0.4510 -1.4171 2.9631
H 4.3376 -0.8361 0.0760
H 1.2193 -3.3127 -0.0658
H -0.5612 -2.8587 0.9015

**E_LUMO (spin up / spin down)**: -6.00 / -6.78 eV
**Kohn-Sham gap (spin up / spin down)**: 10.01 / 8.79 eV
**Multiplicity**: 3
**Electronic energy**: -951.440959 Eh
**<S²>**: 2.00
**Charge**: +2
**Maximum force**: 5.2 eV/A

=====

Entry 7:
Formula: C22H25IrN3O6S
Source: the Open Molecules 2025 dataset
Level of theory: ωB97M-V/def2-TZVPD

Atoms and positions in Å:
Ir 2.0335 -1.6577 -0.9065
S -0.7553 0.3353 1.5743
O 3.5798 -3.4799 0.7562
O 0.8675 -3.3574 -0.8486
O 0.4844 -0.8488 -2.1141
O -0.4378 -0.4255 2.7556
O 0.1692 1.3304 1.1013
O -1.0325 -4.4942 -0.9162
N -1.1591 -0.6104 0.3270
N 3.9117 1.7299 -2.3596
N 3.2264 -0.1411 -1.4656
C -0.7679 -3.0221 0.9156
C -0.0026 3.0711 -3.3483
C -2.8248 2.0116 0.9697
C 2.8196 0.9669 -2.0734
C -0.8381 0.8374 -3.0227
C -0.2886 -3.6677 -0.3888
C -1.0398 2.1338 -3.4214
C 1.2232 2.6529 -2.8824
C 4.6014 -0.0784 -1.3634
C -4.0134 2.6702 1.2342
C 0.4103 0.3761 -2.5204
C -5.9879 3.1843 2.7186
C -4.1318 1.6242 3.3841
C 5.0392 1.0792 -1.9122
C 3.0924 -2.2429 0.5028
C 3.4674 -1.3938 1.6913
C 1.4685 1.3316 -2.4815
C -2.2924 1.1565 1.9243
C -1.7782 -1.9035 0.6480
C -2.9392 0.9597 3.1321
C -4.6842 2.4842 2.4415
C 3.5018 -4.4639 -0.2749
H -0.4654 -0.6270 -0.4298
H 2.9095 -0.4615 1.6825
H -2.4271 -2.1890 -0.1815
H -2.4987 0.2927 3.8607
H 3.8884 2.5725 -2.9010
H -2.4156 -1.7471 1.5208
H -4.4306 3.3405 0.4914
H 3.2809 -1.9358 2.6206
H -1.6383 0.1085 -3.0626
H 4.2374 -5.2261 -0.0160
H -4.6401 1.4714 4.3297
H -0.1603 4.1020 -3.6356
H -1.2772 -3.8170 1.4639
H 0.0569 -2.6392 1.5143
H 4.5401 -1.1688 1.6479
H 2.5044 -4.8891 -0.3334
H 6.0262 1.4874 -2.0311
H -6.1929 3.9470 1.9678
H -2.3035 2.1515 0.0304
H -6.8194 2.4763 2.7117
H -5.9759 3.6653 3.6979
H 2.0153 3.3896 -2.7959
H -2.0158 2.4354 -3.7852
H 5.1504 -0.8799 -0.9045
H 3.7285 -4.0076 -1.2395

**E_LUMO**: 2.51 eV
**Kohn-Sham gap**: 6.14 eV
**Electronic energy**: -1971.650405 Eh
**Charge**: -1
**Maximum force**: 0.6 eV/A

=====

Entry 8:
Formula: C5H18LiN6O5
Source: the Open Molecules 2025 dataset
Level of theory: ωB97M-V/def2-TZVPD

Atoms and positions in Å:
O -0.1768 0.7724 -1.4331
O 1.3465 -0.4932 1.3177
O -1.7104 0.3476 0.9443
O -1.0527 -2.4213 0.8365
O 0.3583 -2.0909 -1.3753
N -1.4073 2.6176 -1.9589
N -0.6900 2.2521 1.6411
N 0.1085 1.6838 -3.4815
N 3.0422 0.3034 0.0434
N 3.0364 0.5694 2.3641
N -2.8473 1.7404 2.3149
C -0.8743 -3.5673 -0.0149
C 0.4257 -3.3667 -0.7344
C 2.4144 0.1109 1.2392
C -0.4899 1.6332 -2.2516
C -1.7474 1.3897 1.5920
Li -0.2988 -0.6820 0.0352
H -0.2703 2.2619 -4.2078
H -0.9461 -4.5226 0.5026
H -2.9551 2.6305 2.7654
H 2.6824 0.1954 3.2265
H 2.6801 -0.2064 -0.7405
H -1.7098 2.5255 -1.0033
H 1.2616 -3.3661 -0.0290
H -0.7633 3.0676 2.2217
H -2.0792 2.8990 -2.6515
H 3.8059 0.9495 -0.0255
H -1.6850 -3.5067 -0.7511
H 3.9820 0.9061 2.3399
H 0.6272 -4.1743 -1.4393
H -1.6953 -2.6340 1.5176
H 0.0694 2.1470 0.9933
H 0.4210 -2.1441 -2.3307
H -3.6725 1.1899 2.1568
H 0.8100 0.9827 -3.6238

**E_LUMO**: -2.16 eV
**Kohn-Sham gap**: 10.80 eV
**Electronic energy**: -913.614822 Eh
**Charge**: +1
**Maximum force**: 1.2 eV/A

=====

Q: Among the records above, which one has the highest maximum force?
A: C17H9F6N2O12PtS2

=====

Q: Among the records above, which one has the highest maximum force?
A: C17H9F6N2O12PtS2

=====

Q: Among the records above, which one has the lowest maximum force?
A: C22H25IrN3O6S

=====

Repeat the fifth record exactly.
Formula: C3H5NO
Source: the Open Molecules 2025 dataset
Level of theory: ωB97M-V/def2-TZVPD

Atoms and positions in Å:
O 3.0554 -0.5960 0.2719
N -0.8324 0.0824 0.2150
C 1.9469 -0.7591 0.4707
C -0.8687 -0.8452 -0.7302
C -0.1744 1.2360 0.3082
H -0.3642 -0.6593 -1.6682
H -0.3263 1.8402 1.1890
H -1.3297 -0.1741 1.0612
H -1.4483 -1.7376 -0.5536
H 0.3419 1.6127 -0.5641

**E_LUMO**: 1.08 eV
**Kohn-Sham gap**: 8.01 eV
**Electronic energy**: -247.209388 Eh
**Charge**: 0
**Maximum force**: 1.3 eV/A